Below is a molecular structure, C14H21N3O, with properties calculated with the ωB97M-V functional and the def2-TZVPD basis.

Geometry as XYZ:
```
39
Properties=species:S:1:pos:R:3:lowdin_charge:R:1
H 0.9007 -4.1482 -0.5075 0.100
C 0.3299 4.3341 -3.4053 -0.147
H -1.8100 0.9063 2.3099 0.099
C 1.3702 2.3018 -2.5193 0.092
H -1.3042 -3.2882 2.6759 0.081
H 1.2664 -2.2867 1.6828 0.059
C -0.2322 1.9121 1.2432 -0.119
H 0.3166 5.2676 -3.8144 0.092
H 0.4191 0.4773 3.3930 0.151
C -0.9155 0.5231 1.8065 -0.235
C -0.9295 2.4505 -2.9546 -0.227
H 2.3732 1.9037 -2.2253 0.120
H -0.9663 -0.1680 -2.1647 0.032
C 0.3860 -3.4003 0.1172 -0.208
O -1.3462 -2.1248 -1.2777 0.095
C -0.2592 -2.3528 -0.8364 -0.478
H 0.7751 -4.1174 1.9863 0.150
C -0.4996 -1.4426 3.2272 -0.289
C -0.9556 -2.4135 2.2710 -0.122
C 0.5164 -3.0199 1.5466 -0.166
C 1.2480 3.6875 -2.9410 -0.159
N 1.0123 -0.3421 -1.6974 0.050
H 0.9549 -0.2358 2.0701 0.079
H 0.8521 1.7611 0.6309 0.118
H -1.1323 -0.1308 0.7180 0.151
C -0.0289 1.7886 -2.3473 -0.259
H -1.3008 -1.9848 1.3464 0.071
C -0.1279 0.3514 -2.1568 -0.043
H -2.0366 1.7609 -3.0416 0.195
H 2.0026 -1.7671 -0.6845 0.225
H 2.2138 4.2642 -2.9692 0.126
C 0.0676 -0.3051 2.6045 -0.309
H -0.0315 2.5828 1.9935 -0.014
H -1.1982 2.4440 0.5618 0.138
N -0.9254 3.7032 -3.2703 0.105
N 0.9035 -1.5094 -0.9306 -0.016
H 0.2124 -1.8981 3.8081 0.098
H -0.6116 -4.3406 0.0502 0.198
H -1.5094 -1.1440 3.7007 0.164
```

Summary:
energy relative to the best compared isomer or geometry (same formula, charge and spin) = 12.698 eV
max |F| = 14.95 eV/A
orbital gap = 7.89 eV
E_LUMO = -0.47 eV
energy = -785.1598 hartree
total charge = 0